1.
{
  "formula": "C42H52CaN5PSSiTe",
  "method": "ωB97M-V/def2-TZVPD",
  "total_energy_ev": -105585.6400,
  "gap_ev": 4.956,
  "charge": -2,
  "e_lumo_ev": 4.188,
  "species": ["Ca", "C", "C", "N", "N", "C", "N", "S", "C", "C", "C", "C", "C", "N", "H", "H", "H", "H", "H", "H", "H", "H", "H", "H", "C", "C", "C", "P", "C", "C", "C", "C", "C", "C", "C", "C", "C", "C", "N", "C", "C", "C", "C", "C", "C", "C", "C", "C", "H", "H", "H", "H", "H", "H", "H", "H", "H", "H", "H", "H", "H", "H", "H", "H", "H", "H", "H", "H", "H", "H", "H", "H", "H", "H", "H", "H", "H", "H", "H", "Te", "C", "C", "C", "C", "C", "C", "Si", "C", "C", "C", "C", "C", "C", "H", "H", "H", "H", "H", "H", "H", "H", "H", "H", "H"],
  "positions_angstrom": [[0.193, -0.026, 0.708], [-1.371, -1.069, 4.834], [-1.207, -0.401, 3.499], [0.001, -0.154, 3.023], [1.035, -0.356, 3.738], [2.397, 0.011, 3.383], [3.213, -0.967, 4.103], [2.743, 0.029, 1.621], [-2.299, -0.096, 2.633], [-3.662, -0.174, 3.006], [-4.645, 0.204, 2.126], [-4.305, 0.665, 0.853], [-2.959, 0.698, 0.544], [-1.992, 0.332, 1.375], [-0.812, -2.013, 4.831], [-2.412, -1.294, 5.045], [-0.985, -0.448, 5.649], [0.971, -0.761, 4.668], [4.173, -0.751, 3.867], [3.033, -1.883, 3.693], [-3.942, -0.511, 3.994], [-5.688, 0.153, 2.418], [-5.053, 0.990, 0.145], [-2.625, 1.046, -0.430], [-1.495, 5.564, 0.461], [-0.973, 4.369, 1.256], [-2.173, 3.620, 1.834], [0.217, 3.124, 0.451], [1.829, 4.026, 0.798], [1.880, 5.542, 0.611], [2.948, 3.379, -0.013], [0.052, 3.247, -1.370], [0.025, 4.461, -2.055], [-0.041, 4.573, -3.436], [-0.114, 5.918, -4.116], [-0.063, 3.385, -4.168], [-0.009, 2.164, -3.540], [0.057, 2.022, -2.119], [0.094, 0.806, -1.536], [0.426, -0.324, -2.292], [-0.517, -1.340, -2.537], [-1.941, -1.175, -2.088], [-0.138, -2.498, -3.207], [1.161, -2.702, -3.644], [1.550, -3.958, -4.384], [2.092, -1.701, -3.397], [1.754, -0.531, -2.734], [2.807, 0.499, -2.432], [-2.229, 6.106, 1.069], [-1.993, 5.234, -0.452], [-0.710, 6.270, 0.191], [-0.381, 4.735, 2.102], [-2.804, 3.235, 1.032], [-2.785, 4.285, 2.453], [-1.852, 2.778, 2.447], [1.998, 3.814, 1.860], [1.757, 5.823, -0.438], [2.866, 5.892, 0.932], [1.132, 6.062, 1.213], [2.746, 3.464, -1.086], [3.041, 2.328, 0.250], [3.905, 3.864, 0.201], [0.079, 5.380, -1.489], [0.238, 6.709, -3.450], [-1.140, 6.165, -4.409], [0.497, 5.939, -5.022], [-0.117, 3.425, -5.253], [-0.017, 1.256, -4.133], [-2.339, -0.214, -2.423], [-2.008, -1.207, -0.998], [-2.567, -1.978, -2.479], [-0.884, -3.269, -3.382], [0.834, -4.758, -4.192], [2.540, -4.300, -4.077], [1.578, -3.786, -5.464], [3.122, -1.843, -3.714], [3.777, 0.182, -2.818], [2.892, 0.640, -1.351], [2.554, 1.467, -2.868], [2.571, 1.929, 4.445], [-3.843, -5.255, -0.410], [-2.662, -5.329, -1.136], [-1.518, -4.685, -0.684], [-1.499, -3.955, 0.510], [-2.710, -3.887, 1.213], [-3.860, -4.523, 0.772], [-0.027, -2.901, 1.143], [1.504, -4.052, 1.114], [2.052, -4.578, -0.061], [3.253, -5.272, -0.068], [3.973, -5.435, 1.108], [3.457, -4.921, 2.290], [2.240, -4.257, 2.286], [-4.736, -5.762, -0.757], [-2.637, -5.894, -2.063], [-0.614, -4.751, -1.279], [-2.742, -3.317, 2.138], [-4.773, -4.455, 1.354], [-0.341, -3.120, 2.621], [1.536, -4.421, -1.003], [3.642, -5.677, -0.997], [4.928, -5.949, 1.101], [4.011, -5.036, 3.216], [1.836, -3.887, 3.223]],
  "mulliken_charge": [0.6559, -2.1804, 0.7503, 0.6313, -0.6829, -0.3377, -0.7092, -0.4692, 0.2705, -1.0352, -0.8446, -1.4247, -0.7559, 1.5911, 0.3876, 0.4517, 0.4122, 0.3884, 0.2965, 0.2239, 0.3262, 0.4124, 0.5007, 0.5135, -1.8018, 0.5282, -1.6951, 1.3783, 0.5691, -1.5781, -1.1010, -0.5012, 0.2549, 0.0203, -1.7708, -0.9622, -0.4912, -0.7976, 0.9591, -0.3840, 0.9340, -0.6924, -0.7223, 0.6524, -1.8354, -1.2590, 1.3615, -1.0931, 0.4876, 0.3102, 0.3227, 0.6024, 0.3438, 0.5529, 0.2191, 0.1081, 0.2435, 0.5012, 0.3136, 0.1629, -0.1099, 0.5558, 0.0941, 0.3503, 0.3081, 0.3783, 0.3187, 0.4714, 0.3363, -0.3510, 0.4212, 0.3001, 0.3410, 0.3720, 0.3877, 0.2938, 0.4261, 0.0234, 0.2481, -0.6090, -0.4662, -0.5064, -0.0011, 0.0088, 0.0144, -0.6572, 1.0706, 0.1403, 0.1166, -0.6725, -0.3764, -0.6753, -0.3077, 0.3370, 0.3729, 0.0394, 0.2332, 0.3777, -0.5203, -0.1473, 0.3796, 0.3374, 0.3696, 0.4628]
}

=====

2.
{
  "formula": "C42H52F3N6PbS3Si4",
  "method": "ωB97M-V/def2-TZVPD",
  "total_energy_ev": -130753.2905,
  "gap_ev": 7.666,
  "charge": 1,
  "e_lumo_ev": -2.426,
  "species": ["Pb", "N", "N", "C", "N", "S", "H", "H", "H", "H", "H", "S", "C", "C", "C", "C", "C", "C", "N", "C", "C", "C", "C", "C", "C", "C", "C", "N", "C", "C", "C", "C", "C", "S", "C", "H", "H", "H", "H", "H", "H", "H", "H", "H", "H", "H", "H", "C", "C", "C", "C", "N", "C", "C", "C", "C", "C", "C", "C", "H", "H", "H", "H", "H", "H", "H", "H", "F", "C", "F", "F", "C", "Si", "C", "C", "Si", "Si", "C", "C", "C", "Si", "C", "C", "C", "H", "H", "H", "H", "H", "H", "H", "H", "H", "H", "H", "H", "H", "H", "H", "H", "H", "H", "H", "H", "H", "H", "H", "H", "H", "H", "H"],
  "positions_angstrom": [[-0.771, 0.340, 0.314], [-2.799, -2.014, 1.274], [-2.301, -3.256, 0.848], [-2.148, -3.517, -0.442], [-1.641, -4.743, -0.653], [-0.931, -1.051, -2.442], [-2.227, -1.673, 2.044], [-3.760, -2.127, 1.570], [-1.996, -3.886, 1.585], [-1.440, -5.422, 0.074], [-1.506, -5.057, -1.596], [2.844, -4.243, -1.382], [4.028, -5.386, -1.841], [4.734, -5.833, -0.769], [4.307, -5.239, 0.448], [3.283, -4.351, 0.279], [2.599, -3.548, 1.299], [1.275, -3.101, 1.089], [0.601, -2.364, 1.939], [1.203, -2.001, 3.087], [2.504, -2.408, 3.416], [3.096, -1.973, 4.652], [2.438, -1.141, 5.481], [1.122, -0.660, 5.153], [0.452, 0.286, 5.942], [-0.776, 0.770, 5.553], [-1.329, 0.218, 4.378], [-0.739, -0.681, 3.625], [0.489, -1.109, 3.984], [-1.462, 1.850, 6.275], [-0.966, 2.630, 7.283], [-1.882, 3.620, 7.725], [-3.058, 3.578, 7.040], [-3.060, 2.340, 5.866], [3.199, -3.196, 2.486], [4.140, -5.670, -2.876], [5.526, -6.565, -0.841], [4.729, -5.479, 1.415], [0.752, -3.370, 0.174], [4.094, -2.318, 4.896], [2.895, -0.802, 6.403], [0.931, 0.647, 6.845], [-2.302, 0.562, 4.034], [0.025, 2.512, 7.698], [-1.678, 4.328, 8.515], [-3.927, 4.202, 7.173], [4.220, -3.492, 2.696], [0.687, 3.324, 3.727], [-0.171, 4.402, 3.560], [-1.026, 4.434, 2.474], [-1.017, 3.384, 1.556], [-0.205, 2.333, 1.754], [0.621, 2.304, 2.802], [-1.879, 3.340, 0.336], [-2.687, 4.429, 0.004], [-3.487, 4.396, -1.126], [-3.485, 3.271, -1.937], [-2.674, 2.192, -1.611], [-1.854, 2.202, -0.486], [1.373, 3.266, 4.561], [-0.177, 5.214, 4.276], [-1.700, 5.267, 2.347], [1.240, 1.417, 2.900], [-2.705, 5.318, 0.621], [-4.113, 5.245, -1.370], [-4.110, 3.239, -2.823], [-2.681, 1.321, -2.257], [1.668, 0.086, -2.327], [1.448, 0.906, -0.803], [1.827, 2.103, -1.185], [2.487, 0.364, -0.210], [-2.705, -3.234, -4.107], [-2.771, -1.458, -3.574], [-2.769, -0.292, -5.026], [-4.164, -1.159, -2.381], [0.498, -0.012, -3.649], [1.739, -1.529, -5.005], [1.037, -3.235, -4.698], [1.555, -1.069, -6.811], [3.529, -1.424, -4.479], [0.541, 2.209, -4.511], [-0.315, 2.142, -6.178], [-0.115, 3.644, -3.522], [2.389, 2.354, -4.783], [-3.701, -3.584, -4.390], [-2.366, -3.825, -3.259], [-2.032, -3.384, -4.951], [-3.649, -0.434, -5.659], [-1.886, -0.452, -5.654], [-2.773, 0.743, -4.678], [-4.985, -1.844, -2.608], [-4.543, -0.137, -2.422], [-3.832, -1.371, -1.362], [0.138, -3.386, -5.298], [0.774, -3.401, -3.652], [1.766, -3.994, -4.997], [0.508, -1.066, -7.125], [2.082, -1.790, -7.441], [1.976, -0.084, -7.021], [3.655, -1.517, -3.399], [3.984, -0.484, -4.796], [4.081, -2.241, -4.953], [-1.396, 2.054, -6.075], [0.038, 1.318, -6.797], [-0.118, 3.071, -6.722], [-1.179, 3.785, -3.710], [0.416, 4.533, -3.878], [0.030, 3.563, -2.447], [2.755, 1.575, -5.456], [2.960, 2.306, -3.855], [2.596, 3.319, -5.256]],
  "mulliken_charge": [0.8768, -0.3632, -0.0814, -0.3095, -0.1998, 0.5946, 0.0623, 0.2898, 0.2415, 0.1979, 0.1833, 0.2809, -0.5370, -0.7238, -0.7398, 0.3759, 0.5770, -0.6767, 0.1251, -0.0822, 1.1705, -0.8584, -1.2214, 1.4433, -0.7118, 0.7903, -0.9135, -0.1260, -0.8299, 0.3004, -0.4542, -0.6256, -0.3933, -0.1157, -1.0379, 0.4260, 0.4175, 0.4398, 0.2413, 0.4395, 0.4336, 0.3981, 0.4426, 0.3835, 0.4165, 0.4603, 0.4725, -1.0238, -0.6061, -1.0073, 0.6978, 0.5435, -0.4890, 1.1431, -1.0827, -0.9573, -0.8413, 0.1301, -0.4747, 0.4766, 0.4664, 0.4225, 0.7637, 0.3503, 0.3982, 0.4871, 0.1453, -0.5720, 0.3824, -0.1957, -0.1672, -0.6210, 0.3946, -0.9644, -0.9025, -0.2968, 0.3739, -0.7368, -1.1464, -1.0601, 0.6980, -1.1191, -0.8637, -1.1092, 0.4112, -0.1267, 0.2780, 0.5735, 0.1651, 0.0772, 0.4486, 0.3845, 0.0658, 0.1999, 0.0217, 0.4463, 0.3250, 0.4286, 0.3011, 0.3175, 0.3369, 0.4265, 0.3151, 0.2195, 0.4389, 0.2620, 0.4963, 0.0840, 0.2156, 0.2988, 0.4728]
}

=====

Q: Which of these has the highest charge?
A: C42H52F3N6PbS3Si4